The following is a quantum chemistry calculation of a cluster of 2 separate species, C5H13PS in total, from OMol25.

Computed properties:
spin multiplicity: 1
gap between HOMO and LUMO (spin up / spin down): 8.02 / 6.76 eV
HOMO energy (spin up / spin down): -9.16 / -8.51 eV

Atoms and positions in Å:
C  1.625  0.835  1.150
C  -0.219  1.170  -0.403
C  -0.615  1.440  2.122
C  -0.216  -2.560  -2.835
C  0.068  0.654  0.966
P  -0.186  -1.194  1.081
S  -1.356  -3.641  -3.693
H  2.136  0.022  0.723
H  2.118  1.638  0.763
H  1.806  0.778  2.243
H  -1.375  1.070  -0.806
H  0.475  0.705  -1.174
H  -0.213  2.282  -0.664
H  -1.556  1.942  1.793
H  -0.988  0.749  2.845
H  -0.060  2.155  2.629
H  0.716  -3.231  -2.655
H  -0.631  -2.154  -1.910
H  0.076  -1.658  -3.528
H  -1.604  -1.000  1.354

Results of the Mulliken charge analysis, in e, for atoms 1 through 2: -1.88 -1.32